No. 1
Below is a cluster of 2 separate species, C3H3F2I in total, with properties calculated with wB97M-V/def2-TZVPD.

Last column: Löwdin charge in e.
Positions of all 9 atoms, in Å:
C 0.25 0.97 -0.20  0.01
C -0.68 -0.32 -0.22  -0.61
C 0.46 -0.24 0.59  -0.23
F 2.19 -1.55 -0.77  -0.51
F 0.78 -0.36 1.86  0.18
I -2.65 -0.29 0.64  0.84
H 0.65 1.00 -1.13  0.09
H -0.21 1.83 0.29  0.13
H -0.79 -1.05 -1.06  0.11

Spin multiplicity: 1
Energy (eV): -16689.4071
Net charge: 0
Relative energy (zero: lowest compared OMol25 entry of this formula, charge and spin) (kcal/mol): 116.5
HOMO level (spin up / spin down) (eV): -10.0 / -10.0
LUMO level (spin up / spin down) (Eh): -0.096 / -0.096


No. 2
Below is a cluster of 5 separate species, C18H50BrN4O4 in total, with properties calculated with wB97M-V/def2-TZVPD.

Last column: Löwdin charge in e.
Positions of all 77 atoms, in Å:
Br 6.30 17.99 0.54  -0.12
C 11.12 15.55 1.51  0.05
C 10.10 16.63 1.80  -0.41
O 10.13 17.72 1.36  0.19
N 8.82 16.22 2.47  0.06
H 8.03 16.71 2.01  0.02
H 8.66 15.24 2.23  0.17
C 8.69 16.35 3.97  0.04
H 11.09 15.28 0.45  0.12
H 10.88 14.66 2.10  0.09
H 12.12 15.93 1.69  0.11
H 9.22 17.25 4.27  0.11
H 9.23 15.52 4.43  0.11
H 7.63 16.40 4.19  0.09
C 2.80 20.71 -3.48  0.02
N 3.64 20.25 -2.31  -0.36
C 3.84 18.75 -2.53  0.03
C 4.99 20.90 -2.28  0.03
C 2.83 20.46 -1.05  -0.10
C 2.53 21.91 -0.75  -0.24
O 1.56 21.92 0.29  -0.04
H 2.69 21.79 -3.54  0.11
H 1.88 20.17 -3.65  0.12
H 3.48 20.53 -4.32  0.12
H 2.88 18.29 -2.69  0.12
H 4.31 18.40 -1.61  0.04
H 4.59 18.70 -3.32  0.11
H 5.44 20.48 -1.37  0.08
H 4.80 21.97 -2.28  0.11
H 5.66 20.56 -3.07  0.12
H 3.49 20.03 -0.29  0.12
H 1.91 19.90 -1.18  0.15
H 2.11 22.40 -1.63  0.12
H 3.42 22.45 -0.41  0.12
H 1.40 22.82 0.58  0.11
C 4.62 20.92 2.37  -0.04
N 5.12 21.28 3.72  -0.35
C 6.62 21.06 3.77  0.02
C 4.89 22.75 3.96  0.04
C 4.51 20.38 4.78  -0.07
C 3.04 20.62 4.98  -0.20
O 2.24 20.15 3.87  -0.08
H 4.98 21.63 1.62  0.11
H 3.53 20.97 2.32  0.09
H 4.92 19.92 2.04  0.01
H 6.87 20.10 3.35  0.09
H 6.97 21.24 4.79  0.11
H 7.06 21.94 3.31  0.11
H 5.41 23.33 3.20  0.12
H 5.40 22.91 4.91  0.12
H 3.84 22.99 4.11  0.10
H 5.10 20.51 5.68  0.14
H 4.58 19.37 4.38  0.14
H 2.69 21.66 5.12  0.12
H 2.59 20.19 5.88  0.14
H 1.33 20.04 4.16  0.10
C 3.56 13.15 3.65  0.00
N 2.98 13.87 2.46  -0.35
C 3.64 13.23 1.23  0.05
C 1.50 13.69 2.46  0.02
C 3.34 15.33 2.63  -0.11
C 2.91 16.21 1.47  -0.25
O 3.67 15.94 0.31  -0.13
H 4.61 13.38 3.75  0.11
H 3.41 12.08 3.55  0.12
H 3.00 13.45 4.54  0.11
H 4.54 13.81 1.11  0.10
H 2.90 13.32 0.44  0.11
H 3.94 12.20 1.39  0.11
H 1.06 14.20 3.31  0.12
H 1.28 12.63 2.37  0.13
H 1.12 14.08 1.52  0.10
H 4.42 15.40 2.81  0.12
H 2.94 15.64 3.59  0.14
H 2.75 17.25 1.77  0.12
H 1.87 15.97 1.21  0.11
H 4.45 16.55 0.35  -0.08

Spin multiplicity: 1
Energy (eV): -103644.1116
Net charge: +3
Relative energy (zero: lowest compared OMol25 entry of this formula, charge and spin) (kcal/mol): 33.0
HOMO level (eV): -16.0
LUMO level (Eh): -0.256


No. 3
Below is a cluster of 2 separate species, C7H11N2O2 in total, with properties calculated with wB97M-V/def2-TZVPD.

Last column: Löwdin charge in e.
Positions of all 22 atoms, in Å:
C -1.04 -0.31 2.77  -0.07
C -0.35 0.72 1.85  -0.34
C 0.99 0.98 1.75  -0.07
C -0.24 2.31 0.32  -0.16
N -1.16 1.58 0.99  0.07
N 1.04 1.94 0.74  0.03
H -0.32 -0.95 3.05  0.00
H -1.89 -1.03 2.35  0.10
H 1.88 0.65 2.24  0.11
H -0.49 3.03 -0.43  0.10
H 1.89 1.91 0.24  0.12
H -1.59 0.40 3.57  0.11
C 0.33 -1.71 -1.61  -0.19
C -0.97 -1.04 -2.07  -0.16
C 1.42 -0.77 -2.11  -0.77
O 1.24 0.00 -3.19  -0.20
O 2.49 -0.68 -1.56  -0.06
H 0.50 -1.73 -0.42  0.13
H 0.44 -2.74 -2.00  0.10
H -1.55 -0.31 -1.34  0.08
H -1.77 -1.81 -2.23  0.05
H -0.84 -0.42 -2.92  0.02

Spin multiplicity: 1
Energy (eV): -14512.1262
Net charge: -1
Relative energy (zero: lowest compared OMol25 entry of this formula, charge and spin) (kcal/mol): 65.4
HOMO level (eV): -3.3
LUMO level (Eh): 0.129


No. 4
Below is an isolated molecule of C19H30N2O2, with properties calculated with wB97M-V/def2-TZVPD.

Last column: Löwdin charge in e.
Positions of all 53 atoms, in Å:
C -3.08 -2.36 1.47  -0.01
C -4.18 -1.35 1.25  -0.40
O -5.30 -1.52 1.68  0.09
C -3.83 -0.13 0.47  -0.15
C -4.79 0.87 0.35  -0.02
C -4.51 2.03 -0.35  -0.06
C -3.27 2.20 -0.94  -0.03
C -2.30 1.21 -0.84  -0.20
C -0.96 1.37 -1.50  -0.15
N 0.09 0.72 -0.73  -0.17
C 0.37 1.42 0.51  -0.16
C 1.37 0.63 1.34  -0.16
N 2.58 0.41 0.57  -0.14
C 3.69 -0.10 1.35  -0.18
C 5.05 0.25 0.72  -0.42
C 5.17 1.76 0.54  -0.07
C 6.18 -0.29 1.60  -0.08
C 2.30 -0.28 -0.68  -0.28
C 1.73 -1.71 -0.52  -0.13
C 1.83 -2.55 -1.79  -0.26
O 0.94 -2.15 -2.81  -0.07
C 1.33 0.59 -1.48  -0.14
C -2.59 0.05 -0.14  0.02
H -2.22 -1.88 1.95  0.08
H -3.46 -3.15 2.11  0.08
H -2.77 -2.79 0.52  0.09
H -5.75 0.72 0.82  0.12
H -5.26 2.80 -0.44  0.10
H -3.05 3.11 -1.48  0.11
H -0.75 2.45 -1.66  0.13
H -0.99 0.90 -2.48  0.13
H -0.57 1.53 1.07  0.12
H 0.78 2.43 0.32  0.13
H 1.63 1.22 2.23  0.12
H 0.91 -0.31 1.69  0.12
H 3.65 0.37 2.33  0.13
H 3.64 -1.19 1.51  0.12
H 5.13 -0.23 -0.26  0.12
H 4.33 2.12 -0.04  0.07
H 6.09 2.01 0.02  0.08
H 5.17 2.25 1.51  0.08
H 7.14 -0.06 1.16  0.08
H 6.10 -1.37 1.71  0.07
H 6.14 0.16 2.59  0.08
H 3.24 -0.35 -1.23  0.14
H 0.69 -1.64 -0.21  0.10
H 2.29 -2.23 0.27  0.11
H 1.64 -3.61 -1.54  0.12
H 2.83 -2.48 -2.22  0.12
H 0.05 -2.12 -2.45  0.09
H 1.13 0.12 -2.44  0.11
H 1.80 1.57 -1.66  0.13
H -1.82 -0.70 -0.08  0.10

Spin multiplicity: 1
Energy (eV): -27265.0741
Net charge: 0
Relative energy (zero: lowest compared OMol25 entry of this formula, charge and spin) (kcal/mol): 34.1
SMILES: CC(=O)c1cccc(CN2CCN(CC(C)C)[C@@H](CCO)C2)c1
HOMO level (eV): -8.5
LUMO level (Eh): 0.011


No. 5
Below is an isolated molecule of C5H14N2, with properties calculated with wB97M-V/def2-TZVPD.

Last column: Löwdin charge in e.
Positions of all 21 atoms, in Å:
C 0.55 2.23 0.42  -0.11
C 0.00 1.19 -0.54  -0.25
C 0.15 -0.27 -0.24  -0.51
C -0.46 -1.16 -1.33  -0.06
C 1.54 -0.75 0.15  -0.06
N -0.84 -0.20 1.15  -0.08
N -1.96 -1.09 1.21  -0.05
H -0.23 2.55 1.11  0.07
H 0.90 3.11 -0.13  0.07
H 1.38 1.89 1.04  0.06
H -1.00 1.44 -0.90  0.11
H 0.74 1.06 -1.44  0.14
H -0.66 -2.16 -0.93  0.07
H 0.21 -1.25 -2.18  0.09
H -1.41 -0.77 -1.71  0.08
H 1.49 -1.77 0.55  0.08
H 2.02 -0.11 0.90  0.07
H 2.21 -0.77 -0.72  0.08
H -0.34 -0.20 2.04  0.09
H -1.69 -2.07 1.13  0.05
H -2.60 -0.90 0.43  0.06

Spin multiplicity: 1
Energy (eV): -8390.2605
Net charge: 0
Relative energy (zero: lowest compared OMol25 entry of this formula, charge and spin) (kcal/mol): 54.4
SMILES: CCC(C)(C)NN
HOMO level (eV): -8.3
LUMO level (Eh): 0.034


No. 6
Below is an isolated molecule of C13H22Cl2FNO2, with properties calculated with wB97M-V/def2-TZVPD.

Last column: Löwdin charge in e.
Positions of all 41 atoms, in Å:
C 1.15 2.93 -1.94  -0.08
C -0.20 2.30 -1.29  -0.36
C -1.41 2.89 -2.21  -0.11
C -0.24 0.70 -1.40  -0.12
C -0.34 -0.06 0.04  -0.28
C 0.70 0.48 1.12  -0.11
C 2.22 0.56 0.62  -0.15
F 2.53 -0.27 -0.50  -0.11
C -1.88 0.28 0.42  -0.22
N -2.17 0.61 1.86  0.02
C -2.69 -0.99 -0.19  -0.33
O -3.88 -1.29 -0.05  0.09
O -1.73 -1.75 -0.91  -0.05
C -0.35 -1.60 -0.39  -0.23
C -0.30 -2.77 0.70  -0.53
Cl -0.92 -2.30 2.36  0.68
C 1.14 -3.47 0.90  -0.68
C 1.93 -2.98 2.23  -0.17
Cl 2.24 -3.42 -0.56  0.58
H 1.92 3.10 -1.12  0.06
H 1.52 2.25 -2.78  0.09
H 0.82 3.96 -2.35  0.08
H -0.40 2.71 -0.25  0.12
H -1.62 3.98 -1.93  0.08
H -2.38 2.31 -1.98  0.07
H -1.20 2.77 -3.32  0.09
H 0.68 0.37 -2.00  0.11
H -1.14 0.45 -2.07  0.13
H 0.70 -0.07 2.11  0.08
H 0.39 1.56 1.36  0.11
H 2.88 0.19 1.49  0.12
H 2.58 1.63 0.42  0.11
H -2.38 1.14 -0.13  0.14
H -3.14 0.98 1.84  0.09
H -1.61 1.44 2.16  0.07
H 0.24 -1.68 -1.35  0.14
H -1.00 -3.59 0.33  0.13
H 0.92 -4.58 1.10  0.11
H 1.47 -3.56 3.11  0.07
H 1.91 -1.85 2.37  0.04
H 3.02 -3.36 2.17  0.08

Spin multiplicity: 1
Energy (eV): -47182.5314
Net charge: 0
SMILES: CC(C)C[C@@]1(CCF)[C@H](N)C(=O)O[C@@H]1[C@H](Cl)[C@H](C)Cl
HOMO level (eV): -9.5
LUMO level (Eh): 0.020


No. 7
Below is a cluster of 2 separate species, C9H9N3O2 in total, with properties calculated with wB97M-V/def2-TZVPD.

Last column: Löwdin charge in e.
Positions of all 23 atoms, in Å:
O 3.34 1.18 -2.81  0.03
C 2.79 0.32 -2.07  -0.43
C 3.44 -0.88 -1.59  0.00
C 2.61 -1.83 -1.17  -0.11
N 1.28 -1.65 -0.94  0.12
C 0.68 -0.45 -1.08  -0.50
O -0.50 -0.34 -0.82  0.07
N 1.47 0.52 -1.67  0.21
H 4.56 -0.90 -1.53  0.14
H 3.00 -2.72 -0.72  0.13
H 0.83 -2.56 -0.59  0.21
H 1.07 1.48 -1.84  0.19
C -2.61 0.49 0.43  -0.13
C -3.13 -0.26 1.49  -0.06
C -2.73 0.16 2.79  -0.14
N -1.66 0.97 2.94  0.02
C -1.21 1.70 1.95  -0.17
C -1.64 1.44 0.63  -0.10
H -3.02 0.24 -0.51  0.09
H -4.09 -0.91 1.34  0.13
H -3.00 -0.37 3.66  0.08
H -0.38 2.38 2.26  0.11
H -1.09 2.01 -0.15  0.10

Spin multiplicity: 1
Energy (eV): -18043.5351
Net charge: 0
Relative energy (zero: lowest compared OMol25 entry of this formula, charge and spin) (kcal/mol): 51.2
SMILES: O=c1cc[nH]c(=O)[nH]1.c1ccncc1
HOMO level (eV): -9.1
LUMO level (Eh): 0.011


- Among the records above, which one has the lowest net charge?
  C7H11N2O2